Entry 1:
A structure of composition C6H14CeClInO. Source: OMol25; level of theory: ωB97M-V/def2-TZVPD.

```
! wB97M-V def2-TZVPD RIJCOSX def2/J DEFGRID3
* xyz 0 1
In -0.68 1.19 1.22
Cl -0.50 3.46 0.78
C -2.42 -0.06 1.36
H -2.33 -0.78 2.19
H -2.45 -0.60 0.40
H -3.32 0.55 1.49
Ce 0.56 0.24 -2.94
C 2.73 0.71 -3.63
C -0.68 -0.05 -4.89
C 0.82 -1.85 -2.46
H -1.01 -1.10 -4.81
H -1.55 0.62 -4.80
H -0.15 0.13 -5.83
H 3.30 -0.15 -3.23
H 2.86 0.81 -4.71
H 3.01 1.64 -3.10
H 0.01 -2.59 -2.56
H 1.80 -2.24 -2.13
C 1.40 -0.01 3.23
C 1.31 0.35 1.77
O 2.11 0.25 0.87
H 0.40 -0.30 3.59
H 1.73 0.87 3.81
H 2.10 -0.85 3.38
*
```

The calculation puts the total energy at -39114.1337 eV. Its largest force on an atom is 2.12 eV/A. For the LUMO energy, the calculation gives -1.2 eV. Its HOMO energy is -7.0 eV.

=====

Entry 2:
A cluster of 2 separate species, C6H14Cl in total. Source: OMol25; level of theory: ωB97M-V/def2-TZVPD.

```
! wB97M-V def2-TZVPD RIJCOSX def2/J DEFGRID3
* xyz 0 2
Cl -2.54 -4.74 -2.99
H -1.71 -3.89 -2.48
C 1.18 0.18 -2.83
C 1.36 -0.54 -1.50
C 0.30 0.32 -0.67
C 0.17 0.21 0.90
C -0.54 1.49 1.62
C -0.53 1.20 3.16
H 1.40 -0.44 -3.70
H 0.13 -0.10 -2.81
H 1.06 -1.65 -1.58
H 2.31 -0.46 -0.90
H 0.53 1.36 -0.95
H -0.73 0.04 -1.08
H -0.49 -0.61 1.19
H 1.15 0.12 1.35
H 0.07 2.44 1.44
H -1.59 1.66 1.23
H -0.92 2.09 3.72
H -1.15 0.30 3.41
H 0.54 1.02 3.48
*
```

The calculation puts the total energy at -18967.6772 eV. The energy above the lowest of the compared OMol25 structures with the same formula, charge and spin comes out at 2.396 eV. Its largest force on an atom is 4.51 eV/A. For the LUMO energy (spin up / spin down), the calculation gives 0.5 / -0.7 eV. Its HOMO energy (spin up / spin down) is -9.9 / -10.6 eV.